Record 1
Formula: C24H54N3O4P
Source: the Open Molecules 2025 dataset
Level of theory: ωB97M-V/def2-TZVPD

Geometry as XYZ:
```
86
Properties=species:S:1:pos:R:3:forces:R:3:mulliken_charge:R:1
C 7.03840 3.48698 2.28928 0.0593 -0.1348 0.0862 -0.72
O 6.78112 2.57870 1.22960 -0.1569 0.1654 -0.1537 -0.34
C 5.79632 1.62026 1.50902 0.1180 -0.0949 0.0633 -0.73
C 5.43683 0.95924 0.17907 0.0263 0.0000 0.0102 -0.49
C 4.00853 0.39319 0.12789 0.0239 -0.0143 0.0274 -0.22
N 3.86286 -1.11369 0.07579 -0.0059 -0.0571 -0.0529 0.37
C 4.03136 -1.69245 -1.30900 0.0033 -0.0259 0.0489 -0.64
C 5.38144 -1.51592 -1.99254 -0.0041 0.0265 -0.0533 -0.99
C 6.48298 -2.53596 -1.63247 0.0252 0.1130 0.0670 -0.54
N 7.66135 -1.87969 -1.08715 0.0194 0.0564 -0.0157 -0.56
O 2.57592 -1.50092 0.53687 0.0163 0.0208 0.0005 -0.23
C 1.40978 -0.84049 -0.03836 0.0285 0.0502 -0.1010 -1.06
C 0.78534 0.22774 0.85601 0.0208 -0.0644 -0.0421 1.55
C 0.83030 -0.18701 2.32306 -0.0163 -0.0406 0.0164 -1.43
C -0.64116 0.44936 0.33448 0.0515 -0.0246 0.1008 -1.50
C -1.46796 1.56423 1.00805 -0.0645 0.1093 0.0430 1.05
C -0.64535 2.80665 1.36594 -0.0251 0.0221 -0.0034 -1.80
C -2.29030 1.07864 2.21393 0.0111 0.0076 0.0050 -1.70
P 5.06705 -1.90994 1.31315 -0.2179 0.1997 0.0251 0.33
C 4.23443 -3.51084 1.50325 -0.0601 0.0063 0.0549 -1.21
O 4.49073 -1.07188 2.58222 0.3957 -0.1845 0.1155 -0.51
H 7.86974 3.13707 2.90668 -0.0332 -0.0097 0.0291 0.26
H 7.29871 4.44752 1.85047 0.0405 -0.0229 -0.0155 0.25
H 6.15621 3.61406 2.92375 0.0002 0.0389 -0.0321 0.33
H 4.91155 2.09227 1.96033 0.0017 0.0196 -0.0559 0.44
H 6.17227 0.87811 2.22414 -0.0692 0.0044 0.0743 0.32
H 6.19209 0.21507 -0.06980 -0.0096 0.0544 -0.0004 -0.05
H 5.52194 1.73490 -0.58291 -0.0263 -0.0066 -0.0164 0.36
H 3.45795 0.68683 1.01654 0.0005 -0.0242 0.0379 0.11
H 3.47566 0.76760 -0.74394 -0.0079 -0.0123 -0.0217 0.53
H 3.25284 -1.22848 -1.91011 -0.0171 0.0568 0.0233 0.38
H 3.77311 -2.74620 -1.20401 0.0110 0.0145 -0.0437 0.71
H 5.78500 -0.51480 -1.85260 -0.0837 -0.0233 -0.0749 0.50
H 5.15541 -1.58346 -3.05828 0.0297 -0.0572 -0.0005 0.44
H 6.78646 -3.04680 -2.54467 -0.0100 -0.0554 0.0278 0.47
H 6.07007 -3.31068 -0.96760 0.0065 -0.0313 -0.0548 0.21
H 8.50634 -2.40180 -1.27294 -0.0193 0.0029 0.0218 0.27
H 7.59590 -1.72915 -0.08844 0.0111 -0.0536 -0.0106 0.16
H 1.64061 -0.44513 -1.02746 -0.0101 0.0126 -0.0008 0.21
H 0.70989 -1.66528 -0.18288 0.0228 -0.0379 0.0856 0.55
H 1.34379 1.15719 0.72151 -0.0234 0.0456 0.0909 0.26
H 0.43799 -1.19994 2.45238 -0.0328 0.0211 0.0014 0.32
H 1.84780 -0.16986 2.71578 0.0090 -0.0260 -0.0280 0.15
H 0.22851 0.48063 2.93385 0.0162 0.0102 -0.0007 0.39
H -1.18180 -0.49868 0.43572 -0.0536 0.0310 -0.0663 0.35
H -0.59199 0.66043 -0.74010 0.0685 0.0054 0.0126 0.32
H -2.19121 1.88922 0.25736 0.0250 -0.1262 -0.0634 0.29
H -0.14504 2.69626 2.33064 0.0816 -0.0440 -0.0426 0.30
H -1.29157 3.68111 1.44568 -0.0117 -0.0165 0.0343 0.49
H 0.11392 3.03219 0.61396 -0.0604 0.0390 -0.0496 0.35
H -1.78372 1.27031 3.16170 0.0074 -0.0308 -0.0047 0.47
H -3.25292 1.58912 2.25844 0.0279 0.0492 0.0314 0.38
H -2.49640 0.00800 2.16032 -0.0368 0.0092 -0.0275 0.35
H 3.23960 -3.40438 1.93619 0.0495 -0.0239 -0.0270 0.39
H 4.15702 -4.03625 0.55128 0.0528 0.0013 0.0164 0.34
H 4.87244 -4.11335 2.15476 -0.0063 0.0000 0.0045 0.45
H 4.12222 -1.60304 3.29968 -0.2187 0.0538 -0.0916 0.33
C -5.48848 0.73190 -3.30195 -0.0445 -0.0171 -0.0088 -1.72
C -5.69751 1.21714 -1.86751 -0.0811 0.0259 -0.0472 1.86
C -4.54582 0.78858 -0.94856 0.0923 -0.0590 0.0040 -1.25
C -4.54450 -0.70619 -0.64214 -0.0174 -0.0006 -0.0275 -0.14
C -5.87842 -1.13821 -0.03835 0.0201 -0.0279 0.0156 -1.53
C -7.08427 -0.76958 -0.91455 -0.0746 0.0427 -0.0655 1.63
N -6.96693 0.69258 -1.25885 0.2269 -0.0235 0.2586 0.59
O -7.47137 1.47229 -0.37980 -0.1168 0.0174 -0.1348 -0.64
C -7.15963 -1.66212 -2.15728 -0.0124 0.0168 -0.0296 -1.84
C -8.38136 -0.95517 -0.13268 0.0363 -0.0294 0.0330 -1.87
C -5.78744 2.73906 -1.91476 0.0726 -0.0092 0.0217 -1.90
H -4.53852 1.13028 -3.66269 -0.0253 0.0378 -0.0176 0.39
H -5.45296 -0.34489 -3.41215 0.0530 -0.0018 0.0105 0.30
H -6.28080 1.11351 -3.94687 -0.0125 -0.0287 0.0040 0.41
H -4.63424 1.34379 -0.00896 -0.0524 0.0141 -0.0147 0.35
H -3.60274 1.08807 -1.41660 -0.0046 0.0018 0.0083 0.45
H -4.32519 -1.27939 -1.54782 -0.0177 0.0039 -0.0039 0.34
H -3.74174 -0.93115 0.06548 0.0165 -0.0164 -0.0162 0.02
H -5.89598 -2.21803 0.13257 0.0200 0.0069 0.0190 0.47
H -6.00209 -0.65440 0.93533 -0.0226 0.0258 -0.0160 0.34
H -7.79918 -1.21650 -2.91947 0.0030 -0.0041 -0.0002 0.36
H -7.59710 -2.61716 -1.86597 -0.0107 0.0045 -0.0120 0.50
H -6.19110 -1.88177 -2.59874 0.0019 -0.0097 0.0085 0.33
H -8.37096 -0.40430 0.80278 -0.0054 0.0230 -0.0063 0.39
H -8.50684 -2.01769 0.08150 0.0013 0.0127 0.0046 0.43
H -9.23526 -0.61543 -0.71913 0.0010 -0.0085 -0.0039 0.44
H -6.66469 3.05492 -2.47869 -0.0025 -0.0022 0.0044 0.48
H -4.89603 3.12117 -2.41710 -0.0150 0.0019 -0.0007 0.39
H -5.84923 3.17183 -0.92061 -0.0096 -0.0016 0.0082 0.38
```
Forces are in eV/Å.

Its expectation value of S² is 0.754. The calculation puts the total energy at -47703.7207 eV. Its spin multiplicity is 2. The LUMO energy (spin up / spin down) comes out at -2.5 / -2.5 eV. The total charge is +1.


Record 2
Formula: C22H41AuClNP3Se
Source: the Open Molecules 2025 dataset
Level of theory: ωB97M-V/def2-TZVPD

Geometry as XYZ:
```
70
Properties=species:S:1:pos:R:3:forces:R:3:nbo_charge:R:1
Au 0.16856 -0.07852 1.03673 -0.4922 -0.4149 0.4977 0.68
P -0.98905 -1.08544 3.05828 -0.6578 -0.1394 0.6156 0.97
P 1.20967 -2.11201 0.42234 0.1599 -0.3199 0.1807 0.94
P -1.20778 1.83187 0.93661 -0.3217 0.2480 0.5229 0.95
H 0.25607 0.11563 -7.62989 0.3123 0.4241 -0.2592 0.20
C 0.31712 1.20774 -7.52050 0.7388 -0.2009 -0.3868 -0.43
C 1.41904 1.79986 -7.04897 0.0472 0.2583 -0.3383 -0.39
H 2.37901 1.26734 -6.91729 -0.8084 0.1079 0.2634 0.22
C -2.48505 -2.06084 2.70543 -0.0743 0.0020 -0.3283 -0.96
C 0.05129 -2.19753 4.04388 0.3534 -0.0840 -0.0679 -0.97
C -1.56369 0.10762 4.32201 0.0763 0.2108 -0.0110 -0.96
C 1.86496 -2.09120 -1.26547 0.0848 0.1233 -0.0402 -0.95
C 2.60158 -2.54569 1.48709 0.2678 -0.0413 -0.0202 -0.96
C 0.11497 -3.55605 0.45526 -0.0697 -0.0962 -0.0303 -0.96
C -1.08906 2.75742 -0.60544 0.1626 0.0644 -0.1611 -0.96
C -0.83549 3.01254 2.25628 0.0373 0.2366 -0.0241 -0.96
C -2.97980 1.46234 1.10173 0.0095 0.0488 -0.0135 -0.95
H -0.54388 1.74595 -7.91705 0.1400 0.1793 0.4400 0.21
H 1.45333 2.88331 -6.85690 -0.0058 -0.5154 -0.3968 0.22
H -2.88559 -2.50183 3.63080 0.1629 0.1505 -0.2405 0.28
H -2.25891 -2.86020 1.99193 -0.0677 0.0605 0.2013 0.25
H -3.25193 -1.42097 2.25255 0.1076 -0.0959 0.1597 0.26
H -0.49081 -2.53789 4.93574 -0.0010 0.1162 -0.2227 0.28
H 0.95741 -1.67570 4.36843 -0.1229 -0.0968 0.0021 0.26
H 0.35171 -3.07193 3.46201 -0.0544 0.0545 0.1209 0.25
H -1.97718 -0.44140 5.18808 0.1821 0.1494 -0.4140 0.28
H -2.34037 0.77240 3.92266 0.2065 -0.2166 0.1777 0.25
H -0.72099 0.72319 4.66566 -0.2771 -0.1574 -0.0011 0.26
H 2.40757 -3.03118 -1.44203 -0.1004 0.2709 -0.0622 0.28
H 2.55191 -1.23688 -1.36529 -0.1674 -0.3321 -0.1030 0.26
H 1.04218 -1.99847 -1.98989 0.3051 -0.0593 0.1857 0.25
H 2.88403 -3.59296 1.31578 0.0084 0.2419 0.0257 0.27
H 2.34751 -2.41131 2.54119 0.0653 -0.0213 -0.1742 0.26
H 3.45425 -1.89830 1.24689 -0.1483 -0.1369 0.0954 0.27
H 0.71542 -4.44001 0.19814 -0.2596 0.1382 0.0121 0.28
H -0.69213 -3.42714 -0.28276 0.3250 -0.2208 0.2851 0.25
H -0.32196 -3.70437 1.45091 0.1518 -0.0177 -0.3088 0.25
H -1.73498 3.64411 -0.54443 0.1689 -0.1788 -0.0639 0.28
H -1.41075 2.12642 -1.44252 0.0730 0.1747 0.1143 0.25
H -0.04784 3.06803 -0.75835 -0.2607 0.0056 -0.0576 0.27
H -1.45320 3.91349 2.13487 0.1506 -0.2011 0.0381 0.27
H 0.22286 3.29554 2.21288 -0.2028 -0.0341 0.0098 0.27
H -1.04280 2.57492 3.23671 0.0495 0.0773 -0.1745 0.26
H -3.51989 2.41983 1.09808 -0.0253 -0.3150 -0.0470 0.28
H -3.19544 0.93527 2.04025 0.0331 0.1935 -0.3227 0.24
H -3.30266 0.83862 0.25537 -0.0262 0.2832 0.2747 0.25
C -1.79865 -0.62029 -2.91586 -1.0349 -0.7852 1.5329 -0.09
C -0.60520 -0.01686 -3.39332 0.2490 0.3179 -0.7222 -0.29
C -0.59573 0.38205 -4.74269 0.5563 -0.3378 2.1053 -0.08
C -1.71999 0.20550 -5.55467 -0.9247 -0.4197 -0.2813 -0.05
C -2.91288 -0.35125 -5.05784 0.0555 -0.0607 0.8198 -0.18
C -2.94215 -0.71981 -3.71926 -1.0294 -0.0692 -1.9933 -0.19
Se -2.34439 -1.46647 -1.22633 1.7330 1.6056 -1.9446 0.43
H -1.10454 -0.78569 -0.75149 -0.0413 -0.4423 0.8845 0.05
H 0.29588 0.15700 -2.78151 -0.6597 -0.2921 -0.2382 0.24
H 0.29510 0.82978 -5.18779 -0.2892 -0.1371 0.2514 0.27
H -1.63599 0.49826 -6.59387 -0.1906 -0.0179 0.1115 0.26
H -3.80590 -0.51253 -5.65768 0.3189 0.2211 -0.0887 0.27
H -3.86584 -1.12629 -3.29277 0.3436 0.1006 -0.3113 0.24
Cl 3.30610 1.57273 5.70642 0.1689 0.0729 -0.1642 0.10
C 3.25724 1.52739 3.98813 -0.4619 -0.2246 0.0371 -0.05
C 4.28202 2.04028 3.19054 -0.1939 -0.0650 0.2345 -0.15
C 4.14327 1.96168 1.80691 -0.4259 -0.1864 -0.1149 -0.20
C 2.98001 1.38016 1.27944 0.7194 0.3314 0.6448 0.01
N 2.01638 0.88909 2.07081 0.1474 0.1377 -0.3299 -0.56
C 2.12909 0.95015 3.39991 0.6597 0.2900 -0.2199 0.00
H 5.14013 2.48775 3.69431 -0.1267 -0.0991 -0.3672 0.27
H 4.90795 2.34291 1.13145 -0.1662 -0.0678 0.2396 0.26
H 2.82290 1.31178 0.20565 0.0517 0.0115 0.1749 0.20
H 1.32600 0.53707 4.01370 0.3047 0.1926 -0.2134 0.20
```
Forces are in eV/Å.

Its expectation value of S² is 2.025. The calculation puts the total energy at -134369.7787 eV. Its spin multiplicity is 3. The calculation puts the energy above the lowest of the compared OMol25 structures with the same formula, charge and spin at 0.0 kJ/mol. The LUMO energy (spin up / spin down) comes out at -8.3 / -12.2 eV. The total charge is +3.


Q: Look up the total energy of the first one.
A: -47703.7207 eV